Computed, not measured: one molecule with the formula C23H40N2O3, with ωB97M-V/def2-TZVPD.

Geometry as XYZ:
```
68
C23H40N2O3 ωB97M-V/def2-TZVPD
C 4.5852 0.4912 0.4662
C 3.7541 1.1667 -0.3116
C 2.5928 1.9622 0.1904
O 1.4510 1.6478 -0.5882
C 0.4363 2.6384 -0.5104
C -0.6935 2.1946 -1.4240
C -1.2889 0.9262 -0.8312
O -1.8349 0.9193 0.2636
N -1.2125 -0.1950 -1.5933
C -0.0892 -0.6311 -2.4536
C -0.0109 -1.9291 -1.6178
C 0.0853 -3.2744 -2.3095
C 0.0245 -4.3966 -1.2709
C 1.0745 -4.2007 -0.1793
N 0.9497 -2.8753 0.4117
C 0.5743 -2.7445 1.7221
O 0.4373 -3.7244 2.4380
C 0.4084 -1.3341 2.2873
C 1.8004 -0.8690 2.7276
C -0.6282 -1.3264 3.4182
C -2.0015 -1.7267 2.8817
C -0.7199 0.0527 4.0681
C 1.0793 -1.8057 -0.5551
C -1.3806 -1.5376 -1.0179
C -1.7741 3.2831 -1.6719
C -2.9800 2.6391 -2.3608
C -1.1933 4.3441 -2.6118
C -2.2304 3.9531 -0.3736
H 5.4368 -0.0380 0.0594
H 4.4470 0.4542 1.5406
H 3.9025 1.1917 -1.3870
H 2.4068 1.7620 1.2524
H 2.8139 3.0337 0.0862
H 0.0738 2.7291 0.5195
H 0.8439 3.6058 -0.8250
H -0.2556 1.9583 -2.3976
H -0.4086 -0.7858 -3.4865
H 0.7907 0.0105 -2.4174
H -0.7180 -3.3822 -3.0433
H 1.0331 -3.3304 -2.8579
H -0.9650 -4.4105 -0.8033
H 0.1680 -5.3680 -1.7479
H 0.9674 -4.9333 0.6148
H 2.0793 -4.2967 -0.6082
H 0.0322 -0.6502 1.5220
H 2.5139 -0.9435 1.9047
H 1.7828 0.1669 3.0655
H 2.1629 -1.4931 3.5471
H -0.3128 -2.0607 4.1637
H -2.3496 -0.9904 2.1513
H -1.9761 -2.7115 2.4131
H -2.7331 -1.7651 3.6908
H -0.9373 0.8160 3.3144
H -1.5305 0.0709 4.7984
H 0.1959 0.3320 4.5896
H 2.0619 -1.8805 -1.0392
H 1.0406 -0.8289 -0.0807
H -1.4787 -1.5418 0.0660
H -2.2268 -2.0652 -1.4641
H -3.4840 1.9312 -1.7012
H -3.7015 3.4075 -2.6447
H -2.6782 2.1075 -3.2670
H -0.3214 4.8411 -2.1834
H -0.8998 3.9039 -3.5678
H -1.9421 5.1129 -2.8125
H -1.4195 4.5170 0.0931
H -3.0344 4.6593 -0.5923
H -2.5955 3.2170 0.3408
```

## Properties
Highest occupied orbital energy: -8.98 eV
DFT total energy: -1235.632936 hartree
E_LUMO: 0.023 hartree
Energy above the lowest of the compared OMol25 structures with the same formula, charge and spin: 39.6 kcal per mole
SMILES string: C=CCOC[C@@H](C(=O)N1CC2(CCCN(C(=O)[C@H](C)C(C)C)C2)C1)C(C)(C)C

These are the natural (NBO) partial charges, in e, on atoms 1 to 5: atom 1 (C): -0.3820, atom 2 (C): -0.1950, atom 3 (C): -0.1000, atom 4 (O): -0.5615, atom 5 (C): -0.0534